Entry 1:
The following is a quantum chemistry calculation of a 17-piece molecular cluster, H33O17 overall in a non-equilibrium geometry, from the OMol25 dataset.

Calculated values
Charge: -1

Each line ends with the natural charge from an NBO analysis.
Positions of all 50 atoms, in Å:
O -3.530 -4.288 0.131  -0.95
H -2.604 -4.459 0.548  0.47
H -1.570 -2.173 -1.902  0.46
O 3.902 -0.362 0.855  -0.96
H -4.153 0.627 3.011  0.47
H 0.315 2.358 0.368  0.53
O -2.418 1.711 0.184  -0.99
H 3.344 2.011 3.756  0.47
H -2.934 0.945 0.327  0.45
O 1.507 0.464 -2.596  -0.95
H 0.877 0.449 -1.871  0.48
H 1.496 -0.488 -2.742  0.46
O 1.345 -0.861 2.139  -1.04
H -0.517 1.255 1.792  0.44
O 0.648 3.185 -0.070  -1.04
H -1.797 1.519 -1.868  0.47
H 3.881 2.694 -1.970  0.47
O -1.764 -1.328 -1.861  -0.95
H 0.261 -3.825 -2.413  0.50
H -2.601 -1.103 -2.467  0.49
O 0.923 -3.794 -0.719  -0.94
H 1.501 3.588 0.162  0.46
H 1.782 -3.460 -0.741  0.48
O 0.124 -3.847 -3.303  -1.03
H -3.890 -3.581 0.661  0.48
H 2.883 -0.857 0.681  0.49
O -4.087 1.583 2.876  -0.95
H -3.238 1.795 2.602  0.48
H 0.570 -3.599 -4.075  0.50
O 3.445 2.948 4.099  -0.93
H 0.461 -1.139 2.572  0.46
H -1.551 1.242 0.321  0.49
O -0.055 0.858 1.059  -1.24
H 0.621 -1.868 -5.508  0.46
H 2.528 2.940 -1.154  0.50
O -2.174 -1.296 1.389  -0.91
H -1.490 -1.771 1.458  0.44
H 0.971 -0.125 1.611  0.51
O -0.658 1.545 4.706  -0.98
H -1.017 1.964 5.449  0.48
H 0.110 1.926 4.223  0.50
O -1.414 1.810 -2.618  -0.95
H -1.971 -0.696 0.821  0.46
H 0.332 -3.117 -0.453  0.48
O 3.340 3.385 -1.673  -0.98
H 2.851 3.283 3.337  0.47
H -1.106 2.766 -2.315  0.48
O 0.942 -1.489 -4.717  -0.94
H 1.348 -0.702 -5.074  0.48
H 3.695 -0.190 1.803  0.47

Entry 2:
The following is a quantum chemistry calculation of a 17-piece molecular cluster, H33O17 overall in a non-equilibrium geometry, from the OMol25 dataset.

Calculated values
Charge: -1

Each line ends with the natural charge from an NBO analysis.
Positions of all 50 atoms, in Å:
O -1.835 -1.947 -1.874  -0.93
H -2.748 -2.186 -1.580  0.49
H -1.720 -1.049 -1.590  0.47
O -0.579 1.467 2.516  -1.13
H -0.296 1.108 1.146  0.48
H -1.183 0.853 2.901  0.44
O -0.368 2.940 -1.816  -1.00
H -0.552 3.392 -0.938  0.50
H -0.397 1.977 -1.789  0.51
O -2.638 4.210 -0.655  -0.96
H -2.028 4.036 -1.376  0.48
H -3.402 3.695 -0.843  0.47
O 2.126 2.027 4.379  -0.98
H 1.957 1.412 3.552  0.48
O -0.381 -0.596 4.285  -0.98
H -0.904 -3.398 -4.502  0.48
H -0.372 -1.419 3.759  0.45
O -2.774 -0.331 0.280  -0.96
H -2.022 0.320 0.287  0.50
H -2.584 -0.689 1.117  0.46
O -3.142 -0.993 -3.644  -0.98
H -2.683 -0.715 -2.780  0.46
H 2.214 2.762 3.798  0.45
O 1.308 -2.033 -0.384  -0.96
H 0.857 -1.747 0.405  0.49
H 1.966 -1.417 -0.674  0.47
O 2.245 3.285 -4.623  -0.98
H 2.964 3.466 -3.986  0.48
H 1.352 3.235 -4.295  0.49
O -0.154 1.241 0.071  -1.08
H 0.588 1.820 0.262  0.47
H 1.886 -0.264 2.927  0.47
O 3.592 -3.398 1.142  -1.00
H 3.269 -2.619 0.705  0.50
H 3.320 -3.659 2.024  0.49
O 1.709 0.410 2.188  -1.03
H 0.713 0.730 2.267  0.48
H -0.117 0.172 3.663  0.49
O -4.097 3.465 2.265  -0.94
H -3.527 2.890 2.761  0.47
H -3.600 3.272 1.359  0.47
O -0.860 -2.533 -5.080  -0.94
H -0.108 -2.163 -4.617  0.47
H -2.438 -1.275 -4.247  0.49
O 5.207 -0.924 -0.209  -0.94
H 4.535 -0.675 -0.833  0.46
H 5.180 -1.889 -0.133  0.48
O 0.057 -5.715 0.922  -0.97
H 0.992 -5.479 0.926  0.49
H -0.527 -5.071 0.560  0.48

Entry 3:
The following is a quantum chemistry calculation of a 17-piece molecular cluster, H33O17 overall in a non-equilibrium geometry, from the OMol25 dataset.

Calculated values
Charge: -1

Each line ends with the natural charge from an NBO analysis.
Positions of all 50 atoms, in Å:
O 3.292 -3.518 1.646  -0.95
H 4.168 -3.158 1.439  0.48
H 1.125 -0.122 -0.554  0.49
O -3.092 3.733 -2.386  -0.95
H -0.266 -2.746 -0.414  0.49
H -0.261 2.402 -1.149  0.47
O -0.863 -1.287 -2.047  -1.00
H -1.815 -1.145 -1.860  0.49
H -0.708 -0.377 -1.720  0.49
O -0.111 2.379 -4.682  -0.95
H -0.382 2.584 -3.784  0.48
H -0.519 1.539 -4.907  0.48
O -3.904 0.979 0.400  -1.16
H -3.649 -3.103 0.911  0.47
O -0.666 1.535 -1.156  -1.00
H 3.984 2.162 2.385  0.49
H -1.372 -1.753 -4.744  0.47
O 1.569 -0.012 0.287  -0.97
H -0.596 2.901 3.444  0.48
H 1.062 0.514 0.903  0.48
O -1.719 1.275 1.441  -1.12
H -1.077 1.394 -0.283  0.52
H -2.820 1.243 1.182  0.51
O 0.300 2.592 3.342  -0.94
H 2.982 -3.679 0.754  0.47
H -2.870 3.647 -3.313  0.47
O 0.622 -3.072 -0.525  -0.95
H 0.944 -2.849 0.361  0.46
H 0.331 2.269 2.435  0.50
O -3.104 0.243 -2.113  -1.03
H -3.242 0.386 -1.150  0.51
H -3.787 -1.802 0.088  0.47
O -3.672 -2.753 0.021  -0.94
H 1.580 3.647 3.422  0.50
H -1.004 -2.980 -4.184  0.48
O 5.599 -1.246 1.944  -0.95
H 4.878 -0.947 1.388  0.47
H -4.110 0.044 0.459  0.40
O 1.410 -5.322 2.851  -0.95
H 0.922 -5.102 2.053  0.47
H 2.326 -5.290 2.571  0.48
O 4.244 1.249 2.222  -0.97
H 5.275 -0.973 2.810  0.48
H -1.932 1.468 2.364  0.45
O -1.492 -2.670 -4.965  -0.94
H -3.567 0.919 -2.605  0.48
H 4.209 1.106 1.272  0.47
O 2.369 4.131 3.069  -1.00
H 2.158 5.064 3.021  0.46
H -2.747 4.504 -1.942  0.48

Entry 4:
The following is a quantum chemistry calculation of a 17-piece molecular cluster, H34O17 overall in a non-equilibrium geometry, from the OMol25 dataset.

Each line ends with the natural charge from an NBO analysis.
Positions of all 51 atoms, in Å:
O -0.279 -2.103 -3.038  -0.96
H -0.995 -1.624 -2.621  0.48
H 0.276 -2.386 -2.311  0.48
O 1.340 -4.457 -1.413  -0.95
H 2.281 -4.631 -1.414  0.47
H 0.937 -5.313 -1.561  0.48
O -2.762 -0.678 0.452  -0.97
H -3.404 -0.893 -0.225  0.49
H -2.867 -1.365 1.110  0.49
O 2.283 -0.136 -1.763  -0.96
H 2.291 0.197 -2.661  0.51
H 3.207 -0.230 -1.533  0.48
O 0.852 2.602 0.587  -1.00
H 1.525 1.988 0.878  0.47
H 0.042 2.275 0.979  0.51
O -2.941 -0.824 -3.234  -0.94
H -2.702 -0.678 -4.149  0.49
H -3.381 -0.017 -2.968  0.46
O 0.535 -0.856 0.123  -1.01
H 1.191 -0.590 -0.522  0.51
H -0.172 -0.218 0.024  0.48
O -0.968 -1.396 2.540  -0.97
H -1.718 -0.817 2.405  0.47
H -0.461 -1.326 1.731  0.50
O -0.310 -4.451 1.359  -0.94
H 0.609 -4.666 1.201  0.47
H -0.501 -3.746 0.740  0.47
O 2.937 2.276 -3.897  -0.96
H 2.184 2.473 -4.454  0.47
H 2.882 2.913 -3.185  0.49
O -1.097 1.412 -1.442  -0.96
H -0.957 2.344 -1.610  0.50
H -1.795 1.161 -2.047  0.46
O 0.318 4.044 -2.204  -0.98
H -0.145 4.692 -1.674  0.46
H 1.153 3.917 -1.753  0.49
O -1.535 1.625 1.451  -0.98
H -1.867 1.023 0.785  0.52
H -2.239 2.261 1.573  0.48
O -1.045 -2.600 5.258  -0.93
H -0.448 -2.702 4.517  0.47
H -1.149 -1.653 5.353  0.47
O -1.086 2.892 4.458  -0.93
H -1.778 3.524 4.266  0.46
H -0.850 2.527 3.605  0.47
O 1.725 -2.229 3.211  -0.94
H 0.790 -2.082 3.350  0.47
H 1.771 -2.733 2.399  0.46
O 2.673 3.687 -1.264  -0.97
H 3.375 4.250 -0.937  0.49
H 2.274 3.318 -0.476  0.51

Number 1: HOMO-LUMO gap 8.91 eV, calculated total energy -35341.166 eV. Number 2: HOMO-LUMO gap 9.09 eV, calculated total energy -35342.718 eV. Number 3: HOMO-LUMO gap 8.36 eV, calculated total energy -35344.703 eV. Number 4: HOMO-LUMO gap 10.26 eV, calculated total energy -35360.285 eV.